Record 1
C6H9N3 in the gas phase at a distorted geometry. Source: the OMol25 dataset; level of theory: ωB97M-V with the def2-TZVPD basis set.

Properties
Frontier orbital gap, eV: 9.96
Total charge: 0
Energy above the lowest of the compared OMol25 structures with the same formula, charge and spin, kJ/mol: 258.5

Cartesian coordinates (Å):
C (0.8968, 0.0070, -1.3507)
C (-1.5570, -0.1394, -1.0489)
C (-0.5774, -0.5534, 1.7190)
C (-0.1764, 0.2227, -0.5979)
C (-0.0306, 0.4912, 0.9028)
C (2.2171, 0.2672, -0.8386)
N (-2.1280, -1.0265, -0.3985)
N (-1.4576, -0.2817, 2.5596)
N (0.3988, 1.6045, 1.2200)
H (0.8970, -0.4083, -2.3875)
H (-1.9641, 0.5146, -1.9644)
H (0.0414, -1.4147, 1.5877)
H (2.7821, 0.9154, -1.5042)
H (2.1738, 0.6680, 0.1263)
H (2.8103, -0.6784, -0.7423)
H (-3.0946, -1.2801, -0.6849)
H (-1.9187, -1.0763, 2.9800)
H (0.6869, 2.1682, 0.4226)

Force components x, y, z for each atom (eV/Å):
-0.818 -0.254 -1.228
0.537 2.404 -2.127
1.072 0.213 1.522
-0.501 -1.459 -0.055
-0.990 0.944 -4.036
2.387 -1.394 -0.492
-1.951 -1.515 0.245
-1.462 0.333 -0.023
1.052 1.955 2.237
-0.650 0.597 0.786
0.530 -1.564 1.773
-0.419 -1.609 -0.047
0.131 0.135 -0.007
0.301 0.739 1.229
-0.329 0.578 -0.282
0.831 0.470 -0.006
0.508 -0.449 0.516
-0.231 -0.122 -0.007

Results of the Löwdin charge analysis, in e, for atoms 1 through 4: atom 1 (C): -0.125, atom 2 (C): -0.214, atom 3 (C): -0.250, atom 4 (C): -0.200



Record 2
A molecular structure, C33H51AgF5N6O4P2Te. Source: the OMol25 dataset; level of theory: ωB97M-V with the def2-TZVPD basis set.

Properties
Frontier orbital gap, eV: 7.61
Total charge: -1
Energy above the lowest of the compared OMol25 structures with the same formula, charge and spin, kJ/mol: 243.6

Cartesian coordinates (Å):
Ag (-0.4151, -0.1584, 0.3356)
O (3.1598, 0.1833, 4.3427)
C (2.5780, -0.6901, 5.1845)
C (3.1564, -0.8894, 6.4345)
C (2.5387, -1.7051, 7.3677)
C (1.3270, -2.3175, 7.0783)
C (0.7650, -2.1442, 5.8230)
C (1.3993, -1.3763, 4.8549)
C (0.8999, -1.4271, 3.4449)
O (1.6351, -1.7052, 2.5128)
N (-0.4855, -1.3854, 3.3304)
N (-0.9779, -1.7158, 2.0539)
C (-1.2059, -2.9405, 1.8598)
C (-1.8956, -3.3647, 0.6188)
C (-2.3689, -4.6682, 0.5094)
C (-3.1062, -5.0221, -0.6077)
C (-3.3526, -4.0628, -1.5745)
C (-2.8231, -2.7924, -1.3881)
N (-2.1010, -2.4483, -0.3309)
H (2.4216, 0.5998, 3.8239)
H (4.0708, -0.3582, 6.6651)
H (2.9948, -1.8397, 8.3417)
H (0.8235, -2.9212, 7.8220)
H (-0.1784, -2.6102, 5.5692)
H (-0.9768, -3.6936, 2.6155)
H (-2.1702, -5.3796, 1.3006)
H (-3.4907, -6.0285, -0.7152)
H (-3.9338, -4.2876, -2.4586)
H (-2.9758, -2.0168, -2.1303)
F (-0.3770, 1.1170, 5.2233)
Te (-1.3539, 0.5518, 3.6900)
F (0.7181, 1.0296, 3.1773)
F (-3.0271, -0.2686, 3.0763)
F (-2.0610, -0.4637, 5.1706)
F (-2.4136, 2.0129, 4.2686)
O (-1.3875, 1.2242, 1.9954)
C (-0.9038, 5.2951, -0.7439)
N (-0.7748, 3.8750, -0.4874)
C (0.2148, 3.5756, 0.5488)
P (-1.9800, 2.8032, -0.8875)
O (-1.4579, 1.4387, -1.1966)
N (-3.1987, 2.8788, 0.2030)
C (-3.2059, 3.7304, 1.3821)
C (-4.0684, 1.7087, 0.3165)
N (-2.6607, 3.3901, -2.2952)
C (-3.7836, 4.2951, -2.3615)
C (-1.9348, 3.2416, -3.5404)
H (-1.1317, 5.8554, 0.1708)
H (-1.6921, 5.4910, -1.4673)
H (0.0366, 5.6871, -1.1460)
H (-0.1005, 3.9159, 1.5366)
H (1.1576, 4.0600, 0.2788)
H (0.3841, 2.5080, 0.6351)
H (-2.3023, 4.3312, 1.4345)
H (-3.2355, 3.1209, 2.2810)
H (-4.0741, 4.4011, 1.3599)
H (-4.0701, 1.1538, -0.6220)
H (-5.0911, 2.0345, 0.5292)
H (-3.7164, 1.0568, 1.1212)
H (-4.2722, 4.3490, -1.3912)
H (-4.5112, 3.9380, -3.0986)
H (-3.4816, 5.3079, -2.6641)
H (-1.1568, 2.4905, -3.4259)
H (-1.4721, 4.1864, -3.8583)
H (-2.6131, 2.9147, -4.3356)
C (0.0431, -3.0068, -2.9506)
C (0.6319, -1.6056, -3.1460)
C (-0.5135, -0.6162, -3.3984)
C (1.5438, -1.6040, -4.3730)
P (1.4340, -1.0294, -1.5373)
C (2.3846, 0.4255, -2.1493)
C (3.6696, 0.4055, -2.6943)
C (4.2749, 1.5695, -3.1437)
C (3.6010, 2.7814, -3.0732)
C (2.3214, 2.8172, -2.5422)
C (1.7265, 1.6518, -2.0764)
C (2.7049, -2.2945, -0.9807)
C (1.9253, -3.3885, -0.2296)
C (3.5657, -2.9831, -2.0439)
C (3.6048, -1.5700, 0.0304)
H (-0.6334, -3.2318, -3.7814)
H (-0.5262, -3.0804, -2.0227)
H (0.8163, -3.7736, -2.9397)
H (-1.1382, -0.9908, -4.2170)
H (-0.1272, 0.3613, -3.6931)
H (-1.1328, -0.4643, -2.5157)
H (0.9463, -1.8588, -5.2549)
H (2.3498, -2.3352, -4.2964)
H (1.9841, -0.6220, -4.5446)
H (4.2185, -0.5231, -2.7683)
H (5.2775, 1.5277, -3.5517)
H (4.0754, 3.6896, -3.4242)
H (1.7787, 3.7530, -2.4710)
H (0.7299, 1.6916, -1.6617)
H (1.3448, -4.0127, -0.9112)
H (1.2669, -2.9576, 0.5207)
H (2.6401, -4.0345, 0.2890)
H (2.9721, -3.6137, -2.7049)
H (4.2804, -3.6341, -1.5307)
H (4.1397, -2.2931, -2.6620)
H (3.0153, -1.0934, 0.8155)
H (4.2403, -0.8212, -0.4427)
H (4.2501, -2.3075, 0.5156)

Force components x, y, z for each atom (eV/Å):
0.288 -0.152 -0.293
-0.555 0.443 -0.388
-0.141 -0.163 0.166
-0.029 0.018 -0.027
-0.002 -0.018 0.013
0.012 0.005 0.006
-0.020 -0.058 -0.028
0.089 0.240 -0.005
-0.046 -0.447 -0.094
-0.052 -0.069 0.112
-0.181 0.449 -0.217
0.285 -0.101 0.106
-0.028 -0.037 -0.100
0.052 0.070 0.014
0.046 -0.015 0.022
0.000 -0.020 -0.006
-0.023 0.018 -0.013
-0.096 -0.017 0.123
-0.104 0.033 0.068
0.255 -0.185 -0.020
0.001 0.006 0.003
-0.001 0.004 0.000
-0.001 -0.002 -0.004
0.003 0.020 0.011
-0.098 0.002 0.028
0.000 -0.001 0.000
0.000 0.001 0.000
-0.001 0.002 -0.002
0.005 0.021 -0.024
0.237 0.145 -0.058
-0.239 -0.383 0.070
0.531 -0.326 0.195
0.026 -0.059 -0.043
0.045 0.117 0.163
-0.216 0.080 0.017
0.057 0.259 -0.216
-0.032 0.021 -0.019
0.014 0.022 0.063
0.002 -0.148 -0.119
-0.105 -0.205 -0.249
0.044 0.328 0.279
0.139 -0.121 0.077
0.034 0.025 -0.070
-0.038 -0.054 0.033
-0.008 0.107 -0.072
-0.001 -0.042 -0.006
-0.017 0.021 0.032
-0.011 0.007 0.015
0.038 0.002 -0.002
0.005 -0.002 0.018
-0.024 0.079 0.054
-0.010 0.004 0.018
-0.055 -0.139 0.033
0.008 0.052 -0.036
0.030 -0.101 0.114
0.010 -0.014 0.025
0.007 -0.003 0.011
-0.003 0.021 -0.018
0.007 -0.004 -0.007
0.001 0.009 -0.005
-0.009 0.004 0.004
-0.007 0.013 -0.005
0.014 -0.008 0.008
0.001 0.006 -0.002
0.005 0.003 -0.002
0.004 0.031 0.060
-0.034 -0.014 0.017
0.017 -0.064 -0.052
0.035 -0.055 -0.006
-0.102 0.223 0.162
0.003 -0.005 0.042
0.054 -0.048 -0.002
-0.008 -0.009 -0.005
-0.018 0.012 0.005
0.000 0.021 0.003
0.037 0.032 -0.068
-0.081 -0.017 0.016
0.070 -0.040 -0.047
0.032 0.001 -0.007
-0.040 0.025 0.039
-0.011 0.009 -0.009
0.168 -0.004 -0.151
0.035 -0.016 -0.030
0.023 0.009 -0.023
-0.003 0.012 0.029
-0.046 -0.003 0.005
0.001 -0.014 0.000
-0.040 0.060 -0.016
-0.002 0.015 -0.015
-0.044 0.179 -0.005
0.000 0.001 0.001
-0.004 -0.002 0.003
0.004 -0.010 -0.001
-0.161 0.021 0.100
0.018 0.029 0.071
-0.018 0.055 0.087
0.002 0.005 0.009
-0.016 -0.015 -0.005
0.004 -0.007 0.003
-0.041 -0.154 0.054
0.031 -0.011 -0.028
-0.004 -0.013 -0.002
-0.004 -0.003 0.016

Results of the Löwdin charge analysis, in e, for atoms 1 through 4: atom 1 (Ag): 0.674, atom 2 (O): 0.057, atom 3 (C): -0.277, atom 4 (C): -0.019



| no. | HOMO energy (eV) |
| --- | --- |
| 1 | -9.18 |
| 2 | -5.43 |